Entry 1:
The following is a quantum chemistry calculation of a structure of composition C44H34F3N10O5SbV, from OMol25.

Geometry as XYZ:
```
98
Properties=species:S:1:pos:R:3:forces:R:3:mulliken_spin:R:1
V 0.698 1.637 -1.090 -0.1 0.4 0.2 2.858
C -1.680 4.741 0.941 -0.1 -0.1 0.0 -0.007
C -0.615 3.922 0.290 0.3 0.1 0.0 0.045
N -0.828 2.878 -0.421 -0.2 0.0 0.0 -0.095
N -2.122 2.474 -0.673 0.2 0.1 0.1 -0.018
C -2.098 1.351 -1.360 -0.3 -0.2 -0.1 0.021
O -1.060 0.702 -1.722 0.1 0.2 0.1 -0.050
C -3.423 0.773 -1.732 0.1 0.0 0.0 0.002
C -3.496 -0.147 -2.774 0.0 0.1 0.0 0.001
C -4.707 -0.733 -3.107 0.0 0.0 0.0 0.000
C -5.851 -0.414 -2.390 0.0 0.0 0.0 0.001
C -5.783 0.500 -1.348 0.0 0.0 0.0 -0.001
C -4.576 1.097 -1.023 0.0 0.0 0.0 -0.003
C 0.821 4.280 0.438 -0.2 0.1 0.1 0.049
C 1.221 5.266 1.334 0.1 -0.1 -0.1 0.008
C 2.562 5.597 1.421 0.0 0.0 0.0 0.000
C 3.465 4.951 0.596 0.0 -0.1 -0.1 0.008
C 2.989 3.969 -0.259 0.1 0.0 0.0 0.015
N 1.709 3.624 -0.338 -0.3 -0.1 0.2 0.023
H -2.639 4.507 0.485 0.0 0.0 0.0 0.001
H -1.476 5.808 0.850 0.0 0.0 0.0 0.002
H -1.742 4.502 2.005 0.0 0.0 0.0 0.006
H -2.589 -0.403 -3.307 0.0 0.0 0.0 0.002
H -4.757 -1.450 -3.917 0.0 0.0 0.0 0.000
H -6.795 -0.883 -2.639 0.0 0.0 0.0 0.000
H -6.674 0.745 -0.784 0.0 0.0 0.0 0.000
H -4.511 1.812 -0.214 0.0 0.0 0.0 -0.001
H 0.494 5.749 1.968 0.0 0.0 0.0 0.002
H 2.894 6.346 2.126 0.0 0.0 0.0 0.000
H 4.521 5.178 0.620 0.0 0.0 0.0 0.000
H 3.659 3.407 -0.898 0.0 0.0 0.0 0.022
N 0.805 3.129 -5.125 0.0 0.0 0.1 0.003
C 0.652 3.464 -3.837 0.0 0.0 0.0 0.021
N 0.802 2.390 -3.096 0.0 0.0 -0.4 -0.053
C 1.044 1.404 -4.008 0.1 -0.2 0.0 0.012
N 1.060 1.811 -5.254 0.0 0.1 0.0 0.003
C 1.265 0.037 -3.526 0.0 0.0 -0.2 0.041
C 1.260 -1.083 -4.343 0.1 0.0 0.1 -0.009
N 1.402 -2.304 -3.841 0.0 0.0 0.0 0.034
C 1.548 -2.394 -2.521 0.0 0.1 0.1 -0.006
C 1.572 -1.276 -1.695 0.0 -0.2 0.0 0.046
N 1.429 -0.059 -2.203 0.1 -0.1 -0.1 -0.014
H 0.746 3.715 -5.939 0.0 0.0 0.0 -0.001
H 0.431 4.457 -3.485 0.0 0.0 0.0 -0.001
H 1.131 -0.982 -5.414 0.0 0.0 0.0 -0.001
H 1.643 -3.383 -2.089 0.0 0.0 0.0 -0.002
H 1.691 -1.350 -0.619 0.0 0.0 0.0 0.014
C 5.430 0.082 -2.075 0.0 0.0 -0.1 -0.002
C 4.840 0.350 -0.735 0.1 0.1 -0.1 0.002
N 3.667 0.893 -0.519 0.0 -0.2 0.2 0.081
C 3.471 0.865 0.845 0.1 -0.1 0.0 -0.004
C 4.570 0.325 1.455 -0.1 0.1 0.0 0.004
N 5.455 0.023 0.428 -0.1 0.0 0.0 -0.001
C 4.920 0.139 2.878 0.0 -0.1 0.0 0.001
O 6.238 0.362 3.158 0.0 0.0 0.0 0.000
O 4.173 -0.218 3.736 0.0 0.0 0.0 0.000
C 2.193 1.351 1.487 0.1 0.1 0.3 0.002
O 2.274 1.987 2.527 0.0 0.0 -0.1 0.004
O 1.127 1.014 0.863 -0.2 -0.1 -0.3 -0.096
H 4.895 0.670 -2.817 0.0 0.0 0.0 0.000
H 5.330 -0.972 -2.342 0.0 0.0 0.0 0.000
H 6.488 0.343 -2.115 0.0 0.0 0.0 0.000
H 6.277 -0.551 0.512 0.0 0.0 0.0 0.000
H 6.641 0.879 2.449 0.0 0.0 0.0 0.000
F 3.623 -4.766 2.643 0.0 0.0 0.0 0.000
C 2.550 -4.012 2.317 0.0 0.0 0.0 0.000
C 1.643 -4.509 1.404 0.1 0.0 0.0 0.000
C 0.537 -3.729 1.088 0.0 0.0 0.0 0.001
C 0.349 -2.469 1.657 0.0 -0.1 -0.1 -0.001
C 1.307 -2.000 2.556 -0.1 0.1 0.0 -0.002
C 2.404 -2.773 2.908 0.1 -0.1 0.0 0.000
Sb -1.303 -1.222 1.096 0.0 0.3 -0.1 0.033
C -2.354 -1.312 2.957 0.0 -0.1 0.0 0.000
C -3.496 -0.525 3.085 0.0 0.0 0.0 -0.001
C -4.257 -0.539 4.244 0.0 0.0 0.1 0.000
C -3.843 -1.348 5.284 0.0 0.0 0.0 0.000
F -4.570 -1.368 6.421 0.0 0.0 0.0 0.000
C -2.710 -2.132 5.207 -0.1 0.0 0.0 0.000
C -1.972 -2.107 4.032 0.1 -0.1 0.0 0.001
C -2.411 -2.793 0.151 -0.1 0.0 0.0 -0.002
C -2.383 -2.850 -1.240 0.1 0.0 -0.1 -0.006
C -3.049 -3.846 -1.940 0.0 0.0 0.0 0.000
C -3.759 -4.782 -1.217 0.0 0.0 0.0 0.000
F -4.417 -5.756 -1.882 0.0 0.0 0.0 0.000
C -3.830 -4.757 0.163 0.0 0.0 -0.1 0.000
C -3.151 -3.753 0.838 0.0 0.0 0.1 -0.002
H 1.796 -5.487 0.968 0.0 0.0 0.0 0.000
H -0.189 -4.126 0.390 -0.1 0.0 0.0 0.000
H 1.208 -1.018 3.007 0.0 0.0 0.0 -0.001
H 3.135 -2.417 3.622 0.0 0.0 0.0 0.000
H -3.808 0.118 2.267 0.0 0.0 0.0 0.000
H -5.148 0.063 4.353 0.0 0.0 0.0 0.000
H -2.420 -2.745 6.050 0.0 0.0 0.0 0.000
H -1.080 -2.721 3.963 0.0 0.0 0.0 0.000
H -1.839 -2.094 -1.799 0.0 0.0 0.0 0.011
H -3.037 -3.897 -3.020 0.0 0.0 0.0 0.000
H -4.406 -5.509 0.685 0.0 0.0 0.0 0.000
H -3.205 -3.721 1.920 0.0 0.0 0.0 0.000
```
Positions in Å, forces in eV/Å.

Output
⟨S²⟩: 3.765
ΔE to the lowest compared entry with this formula, charge and spin: 1.487 eV
HOMO (alpha / beta): -6.79 / -7.77 eV
Kohn-Sham gap (alpha / beta): 0.2364 / 0.2698 Ha
Multiplicity: 4

Entry 2:
The following is a quantum chemistry calculation of a structure of composition C44H34IrN5O4S3 at a distorted geometry, from OMol25.

Geometry as XYZ:
```
91
Properties=species:S:1:pos:R:3:forces:R:3:mulliken_spin:R:1
Ir 0.093 -0.663 0.287 4.3 0.8 -2.2 0.639
C -1.149 -3.118 -3.498 0.3 -0.2 0.1 0.001
C -1.236 -2.346 -2.212 0.3 -0.2 0.2 0.009
N -0.158 -2.176 -1.483 -0.7 2.0 1.9 0.005
N 1.000 -2.618 -1.976 1.5 -0.6 -0.3 0.020
C 2.089 -2.536 -1.295 -0.8 -0.1 -1.0 0.005
S 2.279 -2.033 0.327 -2.1 1.5 0.6 -0.080
S 3.584 -2.947 -2.146 0.2 0.0 0.1 -0.013
C 3.178 -4.681 -2.618 0.0 0.4 0.3 0.000
C 3.162 -5.496 -1.369 -0.1 -0.2 0.0 -0.001
C 1.958 -5.826 -0.761 0.1 0.0 -0.2 0.001
C 1.951 -6.562 0.410 0.0 -0.1 0.2 0.000
C 3.145 -6.951 0.992 -0.1 0.0 0.0 0.000
C 4.350 -6.603 0.402 0.0 0.0 0.0 0.000
C 4.360 -5.872 -0.771 -0.2 -0.1 0.0 0.000
C -2.497 -1.817 -1.804 -0.5 0.4 1.2 0.020
C -3.545 -1.697 -2.736 0.0 0.1 0.0 -0.024
C -4.782 -1.220 -2.385 0.0 0.0 -0.1 0.042
C -5.039 -0.861 -1.055 0.0 -0.1 -0.3 -0.018
C -4.064 -0.975 -0.110 0.7 0.0 0.2 0.036
C -2.750 -1.431 -0.432 -1.6 0.2 -2.2 0.008
O -1.897 -1.531 0.502 1.9 0.0 2.1 0.207
H -0.225 -3.688 -3.521 -0.1 0.0 -0.1 0.001
H -1.141 -2.426 -4.340 0.0 0.0 -0.1 0.001
H -1.993 -3.795 -3.609 -0.1 0.1 0.0 0.000
H 3.977 -4.980 -3.295 -0.1 0.1 -0.1 0.000
H 2.220 -4.661 -3.133 0.1 -0.1 -0.1 0.000
H 1.027 -5.515 -1.216 -0.1 0.0 -0.1 0.000
H 1.011 -6.840 0.862 -0.1 0.0 0.1 0.000
H 3.141 -7.526 1.905 0.0 -0.1 0.1 0.000
H 5.280 -6.909 0.855 0.1 0.0 0.0 0.000
H 5.296 -5.590 -1.231 0.1 0.0 0.0 0.000
H -3.362 -1.949 -3.769 0.0 -0.1 -0.1 0.001
H -5.561 -1.128 -3.125 0.0 0.0 -0.1 0.001
H -6.014 -0.489 -0.782 -0.1 0.0 0.1 0.000
H -4.247 -0.717 0.923 0.0 0.0 0.1 -0.003
O 4.032 4.727 2.955 1.1 1.3 -0.7 0.000
C 3.396 4.015 3.699 -1.3 -1.7 -1.3 0.001
O 3.187 3.887 4.884 -0.1 0.2 1.7 0.000
C 2.565 2.898 2.843 0.7 0.9 0.7 -0.003
C 1.711 2.039 3.498 -0.5 -0.7 -0.8 -0.004
C 1.028 1.089 2.739 0.2 0.5 0.8 0.043
N 1.162 1.041 1.413 -1.4 -2.0 -0.5 -0.012
C 2.005 1.857 0.778 0.7 0.6 -0.2 -0.032
C 2.744 2.811 1.478 -0.8 -0.9 -0.3 -0.003
C 2.084 1.708 -0.686 0.4 0.1 0.2 0.043
C 2.765 2.625 -1.488 -0.1 -0.4 0.0 -0.008
C 2.758 2.458 -2.862 0.0 -0.1 0.1 0.005
C 2.058 1.393 -3.403 0.0 0.0 0.2 -0.008
C 1.420 0.521 -2.538 -0.2 -0.3 -0.9 0.008
N 1.440 0.662 -1.224 -0.8 -1.0 1.2 0.001
C 0.224 0.031 3.368 0.0 0.1 0.3 -0.030
C -0.150 0.071 4.710 0.1 -0.1 -0.2 0.009
C -0.756 -1.037 5.275 0.0 -0.1 -0.2 -0.002
C -0.989 -2.149 4.479 0.2 0.2 -0.1 0.006
C -0.627 -2.092 3.142 -0.4 -0.6 0.2 -0.004
N -0.047 -1.034 2.605 -0.3 0.1 -1.1 0.069
H 1.625 2.097 4.570 0.1 0.1 0.1 0.003
H 3.453 3.467 1.004 0.1 0.2 0.0 0.001
H 3.289 3.458 -1.051 0.0 0.0 0.1 0.000
H 3.294 3.146 -3.498 0.0 0.1 0.0 0.000
H 2.004 1.233 -4.468 0.0 -0.1 -0.1 0.000
H 0.872 -0.325 -2.923 0.0 0.0 0.0 0.000
H 0.043 0.948 5.305 0.1 0.1 0.0 0.001
H -1.024 -1.036 6.322 -0.1 0.0 0.0 0.000
H -1.440 -3.040 4.885 0.0 -0.1 0.0 0.000
H -0.803 -2.928 2.481 -0.1 0.0 -0.1 0.003
O -1.280 1.182 -0.676 -0.3 -1.8 0.1 0.043
S -0.693 2.535 -0.440 -1.0 2.1 0.4 0.014
C -1.569 3.650 -1.558 0.5 -0.3 0.1 0.004
C -2.830 3.361 -2.042 0.0 -0.2 0.1 0.001
C -3.400 4.221 -2.966 0.0 0.0 0.1 -0.001
C -2.706 5.341 -3.398 0.1 0.0 0.0 0.000
C -1.434 5.611 -2.915 -0.1 0.0 0.0 0.000
C -0.858 4.758 -1.991 0.1 -0.1 0.1 0.002
C -1.379 3.049 1.149 0.4 -0.1 -0.1 0.001
C -0.690 3.993 1.891 0.0 0.0 -0.2 0.000
C -1.104 4.271 3.183 0.0 0.1 0.0 0.000
C -2.201 3.607 3.711 0.0 0.0 0.1 0.000
C -2.884 2.665 2.957 0.0 0.0 0.0 0.000
C -2.468 2.377 1.669 0.0 -0.1 -0.1 -0.005
H -3.335 2.468 -1.707 -0.1 -0.1 0.0 0.000
H -4.387 4.016 -3.352 -0.1 0.0 0.0 0.000
H -3.153 6.002 -4.124 -0.1 0.1 -0.1 0.000
H -0.892 6.477 -3.261 0.0 0.1 0.0 0.000
H 0.136 4.938 -1.608 0.2 0.1 0.0 0.000
H 0.164 4.497 1.465 0.2 0.1 0.0 0.000
H -0.569 4.999 3.775 0.1 0.0 0.0 0.000
H -2.527 3.829 4.716 0.0 0.0 0.1 0.000
H -3.741 2.155 3.372 -0.1 0.0 0.0 0.000
H -2.964 1.632 1.066 -0.1 -0.2 0.0 0.000
```
Positions in Å, forces in eV/Å.

Output
⟨S²⟩: 0.814
HOMO (alpha / beta): -10.02 / -10.02 eV
Kohn-Sham gap (alpha / beta): 0.1736 / 0.1819 Ha
Multiplicity: 2
Charge: +1

Entry 3:
The following is a quantum chemistry calculation of a structure of composition C44H34N5O8P2Re at a distorted geometry, from OMol25.

Geometry as XYZ:
```
94
Properties=species:S:1:pos:R:3:forces:R:3:mulliken_spin:R:1
Re 0.117 -0.480 0.696 0.3 -0.6 1.4 0.683
O -2.490 -3.364 -0.787 0.0 0.1 0.0 0.053
C -1.976 -2.441 -0.190 -0.1 0.0 0.0 0.012
N -0.653 -2.222 -0.006 -0.3 -0.3 -0.2 0.029
C 0.230 -3.237 -0.546 0.0 0.1 0.0 0.004
C 1.445 -3.171 0.303 0.1 -0.1 0.1 0.002
C 2.477 -4.094 0.282 -0.1 0.0 0.0 -0.001
C 3.549 -3.918 1.133 0.0 0.0 0.0 0.001
C 3.566 -2.826 1.994 0.0 -0.1 0.0 -0.002
C 2.527 -1.929 1.946 -0.2 -0.1 0.1 0.003
N 1.482 -2.096 1.112 0.3 0.0 -0.4 -0.015
C -2.760 -1.429 0.570 0.1 0.0 0.0 -0.001
C -4.127 -1.468 0.685 0.0 0.0 0.0 -0.001
C -4.737 -0.583 1.564 0.0 0.0 0.0 0.003
C -3.945 0.278 2.306 0.0 0.0 0.0 -0.003
C -2.577 0.267 2.112 0.0 0.0 0.0 0.007
N -1.985 -0.551 1.234 -0.2 0.1 -0.2 -0.043
H -0.256 -4.214 -0.507 0.0 0.0 0.0 -0.001
H 0.487 -3.039 -1.591 0.0 0.0 0.0 0.004
H 2.425 -4.931 -0.400 0.0 0.0 0.0 0.000
H 4.369 -4.624 1.131 0.0 0.0 0.0 0.000
H 4.385 -2.651 2.675 0.0 0.0 0.0 0.000
H 2.524 -1.041 2.557 0.0 0.0 0.0 0.009
H -4.671 -2.200 0.105 0.0 0.0 0.0 0.001
H -5.812 -0.578 1.682 0.0 0.0 0.0 0.000
H -4.362 0.975 3.018 0.0 0.0 0.0 0.000
H -1.929 0.916 2.680 0.0 0.0 0.0 0.010
O 1.132 -1.169 -2.879 -0.1 0.0 -0.1 -0.001
C 1.231 -0.398 -1.965 -0.1 0.2 -0.1 0.016
O 0.184 -0.031 -1.200 0.0 0.1 -0.5 0.052
C 2.508 0.297 -1.643 0.0 -0.2 0.0 0.007
C 3.370 0.664 -2.664 0.0 -0.1 0.1 -0.004
C 4.538 1.325 -2.344 0.1 0.0 0.0 0.004
C 4.902 1.577 -1.034 -0.1 0.0 -0.1 -0.001
C 4.049 1.165 -0.036 0.5 0.0 0.1 0.003
C 2.816 0.562 -0.306 -0.3 0.0 0.2 0.016
O 1.971 0.312 0.678 0.2 0.2 -0.1 0.021
N 4.476 1.416 1.349 -0.6 0.0 -0.1 0.001
O 4.302 0.532 2.162 0.2 -0.1 0.0 0.001
O 4.935 2.510 1.596 0.3 0.1 0.0 0.000
N 5.439 1.764 -3.424 -0.2 0.0 0.1 0.000
O 5.137 1.457 -4.555 0.0 0.0 -0.1 0.000
O 6.412 2.410 -3.102 0.1 0.1 0.0 0.001
H 3.124 0.445 -3.694 0.0 0.0 0.0 0.000
H 5.825 2.087 -0.800 0.0 0.0 0.0 0.000
C -1.135 3.409 1.681 0.0 0.1 0.0 0.005
P 0.144 2.125 1.313 -0.3 0.3 -0.3 0.127
C 1.310 2.301 2.683 0.0 0.0 0.1 -0.024
C 2.039 3.464 2.909 0.0 0.0 0.1 -0.003
C 2.930 3.529 3.971 0.0 0.0 0.0 0.001
C 3.067 2.453 4.833 0.0 0.0 0.0 0.001
C 2.296 1.312 4.652 0.0 0.0 0.0 0.014
C 1.431 1.239 3.576 0.0 0.0 0.0 0.013
C 0.798 2.889 -0.204 0.2 0.1 0.1 0.025
C -0.036 2.857 -1.321 0.0 0.1 0.0 -0.015
C 0.387 3.388 -2.528 0.0 0.0 0.0 0.000
C 1.651 3.952 -2.633 0.0 0.0 0.0 0.000
C 2.489 3.986 -1.530 -0.1 0.0 0.0 0.001
C 2.066 3.456 -0.317 -0.1 0.0 -0.1 0.002
P -2.396 3.455 3.056 0.0 -0.2 0.0 0.000
C -2.684 5.262 3.137 0.0 0.0 0.0 -0.001
C -3.253 5.768 4.308 0.0 0.0 0.0 0.000
C -3.550 7.114 4.423 0.0 0.0 0.0 0.000
C -3.300 7.978 3.364 0.0 0.0 0.0 0.000
C -2.762 7.483 2.188 0.0 0.0 0.0 0.000
C -2.458 6.131 2.074 0.0 0.0 0.0 0.000
C -1.431 3.183 4.590 -0.1 0.1 0.1 0.001
C -1.741 2.062 5.358 0.0 0.0 0.0 -0.001
C -1.140 1.853 6.594 0.0 0.0 0.0 0.000
C -0.238 2.782 7.083 0.0 0.0 0.0 0.000
C 0.073 3.911 6.332 0.0 -0.1 0.0 0.000
C -0.518 4.109 5.097 0.1 0.0 -0.1 0.000
H -1.714 3.504 0.757 0.0 0.0 0.0 0.001
H -0.512 4.307 1.751 0.0 0.0 0.0 0.000
H 1.929 4.323 2.259 0.0 0.0 0.0 0.000
H 3.524 4.421 4.117 0.0 0.0 0.0 0.000
H 3.766 2.507 5.657 0.0 0.0 0.0 0.000
H 2.381 0.482 5.341 0.0 0.0 0.0 0.000
H 0.837 0.337 3.432 0.0 0.0 0.0 -0.016
H -1.016 2.397 -1.260 0.0 0.0 0.0 -0.001
H -0.266 3.348 -3.390 0.0 0.0 0.0 0.000
H 1.985 4.360 -3.579 0.0 0.0 0.0 0.000
H 3.475 4.424 -1.606 0.0 0.0 0.0 0.000
H 2.744 3.472 0.524 0.0 0.0 0.0 -0.001
H -3.458 5.104 5.141 0.0 0.0 0.0 0.000
H -3.981 7.491 5.341 0.0 0.0 0.0 0.000
H -3.530 9.031 3.455 0.0 0.0 0.0 0.000
H -2.577 8.145 1.353 0.0 0.0 0.0 0.000
H -2.054 5.771 1.136 0.0 0.0 0.0 0.000
H -2.487 1.357 5.007 0.0 0.0 0.0 0.000
H -1.400 0.983 7.183 0.0 0.0 0.0 0.000
H 0.213 2.640 8.057 0.0 0.0 0.0 0.000
H 0.772 4.642 6.717 0.0 0.0 0.0 0.000
H -0.288 5.003 4.530 0.0 0.0 0.0 0.000
```
Positions in Å, forces in eV/Å.

Output
⟨S²⟩: 0.759
ΔE to the lowest compared entry with this formula, charge and spin: 1.900 eV
HOMO (alpha / beta): -10.82 / -10.82 eV
Kohn-Sham gap (alpha / beta): 0.2390 / 0.2404 Ha
Multiplicity: 2
Charge: +1

M readings, ordered: 1012.52; 985.21; 1008.94 g/mol